Entry 1:
Below is a structure of composition C25H44OP2Pr at a distorted geometry, with properties calculated with ωB97M-V/def2-TZVPD.

The calculation puts the energy above the lowest of the compared OMol25 structures with the same formula, charge and spin at 3.496 eV. As for the charge: +1. As for the multiplicity: 3.

Positions of all 73 atoms, in Å:
Pr1 -0.0126 0.2326 1.5448
C1 -0.8725 -2.0477 3.0173
C2 0.4333 -2.3742 2.5384
C3 0.6567 -0.7791 4.1915
C4 -0.7273 -1.0602 4.0383
C5 1.3769 -1.5746 3.2515
C6 -2.1468 -2.7008 2.6108
H1 -2.1480 -2.9627 1.5412
H2 -3.0027 -2.0364 2.7870
H3 -2.3358 -3.6317 3.1757
C7 -1.8055 -0.4141 4.8271
H4 -2.7857 -0.8519 4.6011
H5 -1.8589 0.6686 4.6085
H6 -1.6134 -0.5205 5.9073
C8 1.2251 0.1515 5.1953
H7 0.9118 -0.1319 6.2132
H8 0.8811 1.1838 5.0296
H9 2.3202 0.1590 5.1542
C9 2.8559 -1.6343 3.1133
H10 3.3092 -2.3958 3.7718
H11 3.3104 -0.6714 3.3757
H12 3.1555 -1.8703 2.0808
C10 0.7607 -3.4288 1.5345
H13 1.0000 -4.3966 2.0159
H14 1.6355 -3.1428 0.9307
H15 -0.0799 -3.6055 0.8467
C11 -1.3954 1.5249 -3.6580
C12 -1.6916 0.2123 -3.7692
C13 -1.0956 -0.7203 -4.7835
C14 0.4105 -0.5291 -5.0507
C15 1.2061 -0.0644 -3.8708
C16 1.5887 1.2111 -3.6458
C17 0.9400 2.4347 -4.2129
C18 -0.5358 2.2578 -4.6405
H16 -1.6413 -0.6301 -5.7440
H17 0.5431 0.1466 -5.9085
H18 -1.2698 -1.7610 -4.4616
H19 -0.5664 1.7793 -5.6303
H20 -1.9164 2.1749 -2.9436
H21 -2.5520 -0.2396 -3.2695
H22 -0.9532 3.2652 -4.7773
H23 1.0100 3.2630 -3.4852
H24 2.5694 1.4078 -3.1892
H25 1.5092 2.7915 -5.0945
H26 0.8141 -1.5075 -5.3664
H27 1.6208 -0.8809 -3.2816
P1 -1.6835 -0.3252 -0.5478
C19 -3.2263 0.5545 -0.9654
C20 -1.5914 -1.8859 -1.4841
P2 1.8054 0.4456 -0.4952
C21 -0.1529 0.5948 -1.1536
C22 3.0195 -0.6067 -1.3512
C23 2.4553 2.1409 -0.6211
H28 -3.2318 1.5395 -0.4768
H29 -4.0562 -0.0418 -0.5475
H30 -3.4133 0.7049 -2.0333
H31 -1.0857 -1.7531 -2.4496
H32 -2.6166 -2.2516 -1.6443
H33 -1.0353 -2.6338 -0.8985
H34 2.4321 2.5412 -1.6391
H35 3.4953 2.1306 -0.2623
H36 1.8797 2.8153 0.0294
H37 -0.3559 1.6672 -1.2385
H38 -0.0145 0.2152 -2.1649
H39 3.8681 -0.7546 -0.6571
H40 3.4078 -0.1733 -2.2833
H41 2.5890 -1.5963 -1.5725
C24 -1.0654 3.6530 4.2444
C25 -0.8339 2.5274 3.3099
O1 -0.1949 2.5090 2.2488
H42 -2.1076 3.9915 4.1276
H43 -0.9824 3.2065 5.2524
H44 -0.3420 4.4847 4.1546

Mulliken population analysis, charges in e, atoms 1 to 8: 0.2839 0.6266 0.4440 0.5748 0.5335 0.5560 -1.6395 0.2923



Entry 2:
Below is a structure of composition C25H44OP2Re at a distorted geometry, with properties calculated with ωB97M-V/def2-TZVPD.

The calculation puts the energy above the lowest of the compared OMol25 structures with the same formula, charge and spin at 3.708 eV. As for the charge: +2. As for the multiplicity: 4.

Positions of all 73 atoms, in Å:
Re1 -0.2422 -0.2392 0.0608
C1 1.3040 -0.7133 -1.6536
C2 0.7740 0.6914 -1.7124
C3 2.9139 0.7207 -0.6711
C4 2.6375 -0.6067 -1.0251
C5 1.8601 1.5348 -1.1577
C6 1.4132 -1.4590 -3.0063
H1 0.8405 -1.0049 -3.8299
H2 1.1216 -2.4912 -2.8062
H3 2.4588 -1.4704 -3.3642
C7 3.5446 -1.7728 -1.0365
H4 3.7141 -2.1950 -2.0332
H5 3.0941 -2.5732 -0.4343
H6 4.5582 -1.5163 -0.7095
C8 4.1314 1.2331 0.0483
H7 4.5481 2.0757 -0.5359
H8 4.9348 0.4895 0.1411
H9 3.8953 1.5915 1.0727
C9 1.9671 3.0079 -1.3463
H10 2.7224 3.2558 -2.1367
H11 2.2189 3.4746 -0.3737
H12 1.0195 3.4564 -1.7063
C10 -0.0237 1.1336 -2.9379
H13 0.5645 1.7628 -3.6415
H14 -0.8870 1.7154 -2.5780
H15 -0.3882 0.2863 -3.5530
C11 -1.5462 -1.3508 1.1424
C12 -2.2595 -2.1257 0.0681
C13 -3.5985 -1.5907 -0.4535
C14 -3.8434 -0.0746 -0.1804
C15 -2.6084 0.7903 0.1412
C16 -2.4194 1.1990 1.4484
C17 -2.8660 0.3483 2.6046
C18 -2.7596 -1.1348 2.2754
H16 -4.4382 -2.2059 -0.1001
H17 -4.5724 -0.0233 0.6542
H18 -3.6101 -1.7340 -1.5397
H19 -3.6940 -1.6174 1.8979
H20 -0.9002 -1.9316 1.8167
H21 -2.2860 -3.2033 0.3592
H22 -2.4601 -1.7272 3.1665
H23 -2.2046 0.5426 3.4770
H24 -2.0238 2.1884 1.7439
H25 -3.9154 0.5472 2.8868
H26 -4.2855 0.2895 -1.1220
H27 -2.1468 1.2783 -0.7529
P1 -1.0319 -2.0732 -1.3747
C19 -0.2260 -3.6788 -0.9919
C20 -1.7917 -2.2674 -2.9982
P2 0.8876 3.1550 2.0204
C21 0.2595 1.5737 1.1499
C22 -0.6364 4.2530 1.6832
C23 0.3936 2.6136 3.7398
H28 0.2305 -3.6828 0.0064
H29 0.5419 -3.8396 -1.7693
H30 -1.0027 -4.4534 -1.0590
H31 -2.4874 -1.4395 -3.2434
H32 -2.3270 -3.2365 -2.9934
H33 -0.9648 -2.2820 -3.7279
H34 -0.6105 2.9452 4.0518
H35 1.1561 2.8691 4.4949
H36 0.3843 1.5291 3.6314
H37 -0.4150 1.2195 1.9693
H38 -0.3657 2.1226 0.4196
H39 -0.3080 5.2818 1.4872
H40 -1.3384 4.2582 2.5368
H41 -1.1848 3.8906 0.7989
C24 2.7483 -0.9822 1.9639
C25 1.2986 -1.4054 1.5407
O1 1.0047 -2.5144 2.0291
H42 3.3939 -1.1897 1.1006
H43 3.2395 -1.6116 2.7719
H44 2.8945 0.0935 2.1547

Mulliken population analysis, charges in e, atoms 1 to 8: 1.7072 0.9659 1.4866 1.4115 -1.6014 0.5362 -1.6786 0.3858



Entry 3:
Below is a structure of composition C25H44OP2Rh at a distorted geometry, with properties calculated with ωB97M-V/def2-TZVPD.

As for the charge: +1. As for the multiplicity: 5.

Positions of all 73 atoms, in Å:
Rh1 0.4676 0.1049 -1.2351
C1 -0.2232 1.7920 2.7623
C2 -1.1880 0.8010 2.4015
C3 0.0509 -0.0268 4.1342
C4 0.5597 1.2559 3.8102
C5 -1.0002 -0.3165 3.2468
C6 -0.0790 3.1622 2.2137
H1 -0.9597 3.4548 1.6355
H2 0.8013 3.2640 1.5628
H3 0.0351 3.8983 3.0278
C7 1.6496 1.9698 4.5373
H4 1.9102 2.9216 4.0601
H5 2.5614 1.3558 4.5894
H6 1.3519 2.1911 5.5753
C8 0.5170 -0.9148 5.2479
H7 -0.2372 -0.9841 6.0486
H8 1.4425 -0.5360 5.6959
H9 0.6895 -1.9425 4.8901
C9 -1.7881 -1.5795 3.2737
H10 -2.2878 -1.7022 4.2486
H11 -1.1258 -2.4524 3.1363
H12 -2.5697 -1.5934 2.5144
C10 -2.3195 0.9519 1.4687
H13 -3.2669 0.8594 2.0266
H14 -2.3220 0.1832 0.6845
H15 -2.3056 1.9325 0.9870
C11 1.3696 0.0657 -2.8865
C12 0.5856 1.3423 -3.0351
C13 -0.6739 1.4357 -3.9588
C14 -1.5860 0.2229 -4.0044
C15 -1.3955 -0.7252 -2.8248
C16 -0.8186 -1.9546 -3.0020
C17 0.4249 -2.2652 -3.7214
C18 1.2045 -0.9891 -4.0285
H16 -0.4403 1.6824 -5.0088
H17 -1.4238 -0.3169 -4.9543
H18 -1.2371 2.3256 -3.6608
H19 0.7691 -0.4830 -4.9042
H20 2.4565 0.3559 -2.7480
H21 1.3623 1.9751 -3.4952
H22 2.2279 -1.3108 -4.2692
H23 1.0291 -2.9002 -3.0650
H24 -1.4232 -2.8457 -2.7593
H25 0.2271 -2.8570 -4.6318
H26 -2.6188 0.5739 -3.9820
H27 -2.3537 -0.7872 -2.2932
P1 0.5159 2.4331 -1.4983
C19 2.1016 3.2391 -1.2920
C20 -0.9884 3.4425 -1.3787
P2 -0.5870 -2.9937 0.7521
C21 -0.3930 -1.4762 -0.2012
C22 -2.2756 -3.2984 0.0293
C23 0.6803 -3.8852 -0.3317
H28 2.9172 2.4922 -1.2709
H29 2.1540 3.8055 -0.3550
H30 2.1529 3.9002 -2.1676
H31 -1.8824 2.8726 -1.7245
H32 -0.8146 4.3465 -1.9856
H33 -1.1117 3.7768 -0.3333
H34 0.2853 -4.0074 -1.3467
H35 0.8713 -4.8422 0.1642
H36 1.6289 -3.3308 -0.4186
H37 0.1006 -1.9622 -1.0956
H38 -1.3541 -0.9904 -0.4282
H39 -2.9433 -3.3960 0.8976
H40 -2.1886 -4.2243 -0.5535
H41 -2.5865 -2.4464 -0.5951
C24 2.4513 -0.8159 1.3513
C25 2.4278 -0.3265 -0.0650
O1 3.4464 -0.1622 -0.7181
H42 2.6562 0.0234 2.0228
H43 3.2131 -1.5763 1.5868
H44 1.4725 -1.1925 1.6450

Mulliken population analysis, charges in e, atoms 1 to 8: -0.3924 0.6607 0.8613 0.3480 0.6154 0.8456 -1.6750 0.4026



Entry 4:
Below is a cluster of 4 separate species, C25H45BINO12S in total at a distorted geometry, with properties calculated with ωB97M-V/def2-TZVPD.

The SMILES is CC[C@@H](I)[C@@]1(CCCN)OS(=O)(=O)O[C@]1(CC(C)C)B(O)OC.O=C1CCCO1.O=C1CCCO1.O=C1CCCO1.

Positions of all 86 atoms, in Å:
C1 -0.8257 4.4103 -2.0978
C2 -1.1494 4.3743 -0.4974
C3 -0.0443 3.6702 0.4617
I1 -0.6922 4.1519 2.5387
C4 0.3122 2.1120 0.2095
C5 1.3661 2.0626 -1.0889
C6 2.7638 1.2739 -0.7765
C7 3.6324 1.1079 -2.1967
N1 2.7756 0.7395 -3.3856
O1 1.2956 1.8492 1.3154
S1 0.7859 0.7126 2.5227
O2 0.9036 1.3750 3.9483
O3 1.5966 -0.5862 2.7158
O4 -0.8199 0.6068 1.8619
C8 -0.7744 0.9053 0.3902
C9 -2.2391 0.9975 -0.4051
C10 -3.5413 0.9283 0.5855
C11 -4.7026 0.0695 -0.2607
C12 -4.2457 2.3880 0.9022
B1 -0.2856 -0.6066 -0.1585
O5 -0.3211 -1.8307 0.7185
O6 0.1529 -0.8673 -1.5592
C13 0.9485 -2.1074 -1.6014
H1 -1.6920 4.9919 -2.6622
H2 0.1873 4.9549 -2.3323
H3 -0.7398 3.3023 -2.5282
H4 -2.2073 3.9186 -0.2145
H5 -1.2187 5.5162 -0.1526
H6 0.9693 4.2881 0.3309
H7 1.6711 3.1726 -1.4057
H8 0.7344 1.6415 -1.9792
H9 2.6186 0.1570 -0.3848
H10 3.5089 1.8667 -0.0563
H11 4.0465 2.2061 -2.4145
H12 4.5509 0.3839 -2.0824
H13 2.4504 1.6044 -3.8859
H14 1.9836 0.1051 -3.1435
H15 -2.3294 1.9350 -1.1016
H16 -2.3481 0.0602 -1.1387
H17 -3.3905 0.3302 1.5788
H18 -4.3482 -1.0660 -0.2212
H19 -5.7463 0.1006 0.2684
H20 -4.7079 0.4033 -1.3830
H21 -5.4038 2.1520 1.0685
H22 -3.8801 2.8990 1.8893
H23 -4.2269 3.1157 -0.0431
H24 -1.2751 -2.1488 0.6247
H25 1.5148 -2.1970 -2.6421
H26 0.2244 -3.0313 -1.5452
H27 1.8019 -2.1477 -0.7796
O7 4.5059 -0.9479 -0.5226
C14 4.6515 -2.0889 -0.9288
O8 3.8361 -3.1333 -0.5994
C15 4.3629 -4.3342 -1.1617
C16 5.2405 -3.8880 -2.3017
C17 5.7642 -2.5604 -1.8153
H28 4.9258 -4.8651 -0.3869
H29 3.5426 -4.9720 -1.5038
H30 6.0278 -4.6062 -2.5455
H31 4.6314 -3.7352 -3.2010
H32 6.6728 -2.6756 -1.2178
H33 5.9298 -1.8668 -2.6429
O9 -6.3388 4.6418 6.1104
C18 -5.1233 4.6890 6.0186
O10 -4.4380 4.6425 4.8386
C19 -3.0378 4.6098 5.1112
C20 -2.8884 5.1860 6.4949
C21 -4.1669 4.7587 7.1704
H34 -2.6950 3.5713 5.0541
H35 -2.5026 5.2015 4.3629
H36 -1.9863 4.8435 7.0088
H37 -2.8510 6.2807 6.4388
H38 -4.0771 3.7663 7.6209
H39 -4.4941 5.4923 7.9108
O11 0.4868 -4.4396 -3.2432
C22 0.5517 -5.6210 -2.9464
O12 1.3783 -6.1291 -1.9857
C23 1.2728 -7.5520 -1.9819
C24 -0.0599 -7.8537 -2.6157
C25 -0.2188 -6.7258 -3.6036
H40 2.1090 -7.9658 -2.5553
H41 1.3294 -7.9232 -0.9545
H42 -0.1044 -8.8456 -3.0731
H43 -0.8523 -7.7939 -1.8597
H44 0.2435 -6.9602 -4.5666
H45 -1.2681 -6.4514 -3.7339

Mulliken population analysis, charges in e, atoms 1 to 8: -0.9005 0.0100 -1.1605 0.1735 0.6360 -0.3821 0.1320 -0.6345



Entry 5:
Below is a cluster of 9 separate species, C25H45Br16N2O2 in total at a distorted geometry, with properties calculated with ωB97M-V/def2-TZVPD.

As for the charge: +1.

Positions of all 90 atoms, in Å:
C1 2.8173 -3.6159 1.4758
C2 2.6976 -3.3220 -0.0695
C3 1.7665 -2.1231 -0.4391
O1 1.9182 -1.5924 -1.5017
O2 0.8204 -1.7239 0.4896
C4 -0.5148 -1.6851 -0.0434
C5 -1.5584 -2.4572 0.8168
C6 -1.4481 -4.0208 0.6755
C7 -1.2161 -4.5023 -0.6944
C8 -1.1303 -5.9783 -0.7550
C9 -1.3254 -6.5953 0.5359
N1 -1.5427 -5.9988 1.7172
N2 -1.5882 -4.6860 1.8146
H1 1.9810 -3.2072 2.0887
H2 2.7850 -4.7318 1.6038
H3 3.7621 -3.1699 1.8582
H4 2.3027 -4.2065 -0.6421
H5 3.7175 -3.0967 -0.4600
H6 -0.8293 -0.6045 -0.0295
H7 -0.4934 -1.9812 -1.1177
H8 -1.3854 -2.1529 1.8832
H9 -2.6079 -2.1639 0.5623
H10 -1.1238 -3.8680 -1.5973
H11 -0.9394 -6.5237 -1.7006
H12 -1.3003 -7.7125 0.5553
H13 -1.6775 -6.5504 2.5709
Br1 -1.5844 -2.1868 4.7558
C10 -0.5863 -0.7021 5.5330
C11 0.1938 0.0432 4.4824
Br2 1.7959 -0.9375 3.9618
H14 0.0412 -1.1186 6.3174
H15 -1.3412 -0.0564 5.9815
H16 0.5562 0.9922 4.8751
H17 -0.3746 0.2267 3.5731
Br3 0.5246 3.5065 5.3347
C12 1.8813 4.1726 4.1054
C13 1.2615 4.6956 2.8361
Br4 0.7214 3.2379 1.6602
H18 2.5834 3.3591 3.9358
H19 2.3844 4.9739 4.6459
H20 1.9887 5.2690 2.2622
H21 0.3793 5.3072 3.0100
Br5 -3.3448 -4.4037 -5.7313
C14 -4.1297 -3.5111 -4.1893
C15 -3.7449 -2.0554 -4.1405
Br6 -1.9137 -1.8237 -3.5110
H22 -3.8153 -4.0667 -3.3085
H23 -5.2064 -3.6176 -4.3162
H24 -4.3626 -1.5188 -3.4203
H25 -3.8104 -1.5604 -5.1065
Br7 -1.4986 2.1874 -4.3362
C16 0.0438 1.1188 -4.8551
C17 1.0446 1.0225 -3.7351
Br8 2.0944 2.6553 -3.5569
H26 0.4516 1.5636 -5.7600
H27 -0.3622 0.1353 -5.0899
H28 1.7763 0.2440 -3.9420
H29 0.5850 0.8346 -2.7670
Br9 -1.6219 3.8252 8.6045
C18 -3.1509 4.7346 7.8112
C19 -4.0462 3.7663 7.0836
Br10 -3.2857 3.2554 5.3643
H30 -2.7558 5.5184 7.1691
H31 -3.6785 5.1884 8.6495
H32 -5.0019 4.2315 6.8448
H33 -4.2237 2.8476 7.6375
Br11 -4.7167 1.3614 -0.3998
C20 -5.0788 2.8988 -1.5426
C21 -6.1605 2.5938 -2.5466
Br12 -5.4791 1.4990 -4.0050
H34 -4.1342 3.1807 -2.0024
H35 -5.3979 3.6886 -0.8633
H36 -6.5148 3.5092 -3.0193
H37 -7.0064 2.0617 -2.1182
Br13 4.2633 -0.5918 -4.0290
C22 5.6000 0.1286 -5.2475
C23 4.9685 0.6263 -6.5214
Br14 4.4930 -0.8484 -7.7026
H38 6.3355 -0.6557 -5.4102
H39 6.0658 0.9510 -4.7042
H40 5.6760 1.2289 -7.0899
H41 4.0613 1.2021 -6.3523
Br15 3.9953 1.2319 -0.7634
C24 4.9166 2.7612 0.0092
C25 5.6702 3.5315 -1.0439
Br16 7.3171 2.6210 -1.5476
H42 5.5550 2.3801 0.8030
H43 4.1303 3.3774 0.4459
H44 5.9875 4.4998 -0.6579
H45 5.0979 3.6791 -1.9570

Mulliken population analysis, charges in e, atoms 1 to 8: -0.7382 -0.3161 0.3755 -0.5270 0.0791 -0.4023 0.5064 0.3545



Entry 6:
Below is a structure of composition C25H45Br2FMoN6O2P at a distorted geometry, with properties calculated with ωB97M-V/def2-TZVPD.

The calculation puts the energy above the lowest of the compared OMol25 structures with the same formula, charge and spin at 1.757 eV. As for the charge: +3. As for the multiplicity: 3.

Positions of all 83 atoms, in Å:
Mo1 0.7754 0.4975 0.1097
Br1 2.1733 -2.7888 1.9155
C1 4.0559 -2.8633 1.5237
Br2 4.6175 -1.2123 0.7102
H1 4.2196 -3.6781 0.8224
H2 4.5957 -3.0064 2.4586
C2 2.2838 0.4464 3.1249
N1 1.8092 1.3567 2.0812
C3 0.7711 2.2062 2.6896
C4 2.9361 2.1916 1.6406
C5 2.4626 3.1639 0.5721
N2 1.6468 2.4734 -0.4537
C6 2.5128 1.8196 -1.4386
C7 0.8676 3.5102 -1.1458
H3 2.6086 1.0099 4.0044
H4 3.1273 -0.1303 2.7622
H5 1.4782 -0.2276 3.4164
H6 1.2280 2.9601 3.3407
H7 0.1168 1.5932 3.3068
H8 0.1595 2.7060 1.9328
H9 3.7360 1.5441 1.2670
H10 3.3476 2.7694 2.4793
H11 3.3267 3.6548 0.1092
H12 1.8486 3.9421 1.0317
H13 3.1673 2.5515 -1.9320
H14 1.8836 1.3654 -2.2163
H15 3.1608 1.0613 -0.9700
H16 1.5241 4.3172 -1.4908
H17 0.1234 3.9457 -0.4788
H18 0.3686 3.0962 -2.0220
F1 5.7620 -3.1251 -3.6047
C8 4.6320 -2.6797 -3.0761
C9 3.9961 -3.4234 -2.0903
C10 2.8349 -2.9332 -1.5259
C11 2.2929 -1.7008 -1.9170
C12 1.0258 -1.2134 -1.3329
C13 2.9113 -1.0322 -2.9847
C14 4.0765 -1.5002 -3.5517
H19 4.3977 -4.3867 -1.8175
H20 2.2840 -3.5479 -0.8273
H21 0.5985 -1.9915 -0.6809
H22 0.3306 -1.0772 -2.1695
H23 2.4522 -0.1589 -3.4241
H24 4.5453 -0.9876 -4.3758
O1 -1.0938 -2.1436 0.8802
C15 -0.9087 -1.3478 1.7962
O2 -0.2934 -0.2487 1.7060
C16 -1.5400 -1.6834 3.1793
N3 -2.3605 -2.9051 2.9546
C17 -3.7941 -2.5458 3.1668
C18 -3.8239 -1.0427 2.9255
C19 -2.5276 -0.5881 3.5916
H25 -0.7516 -1.8569 3.9133
H26 -2.0831 -3.7016 3.5339
H27 -2.1501 -3.1416 1.9477
H28 -4.0695 -2.7620 4.2012
H29 -4.4383 -3.1101 2.4946
H30 -4.7079 -0.5796 3.3569
H31 -3.8001 -0.8240 1.8558
H32 -2.6458 -0.5576 4.6718
H33 -2.1939 0.3922 3.2552
C20 -3.5214 -0.0528 -3.3762
N4 -2.7894 1.1972 -3.4284
C21 -3.5220 2.2393 -2.7262
N5 -3.7385 1.8688 -1.3379
C22 -4.4511 0.6071 -1.2833
N6 -3.7018 -0.4229 -1.9850
C23 -2.5020 -0.8072 -1.3325
P1 -1.2565 0.6362 -1.1934
C24 -1.4263 1.0845 -3.0477
C25 -2.5282 1.8696 -0.5649
H34 -2.9776 -0.8370 -3.9046
H35 -4.4980 0.0814 -3.8473
H36 -4.4905 2.3778 -3.2112
H37 -2.9683 3.1781 -2.7748
H38 -5.4267 0.7283 -1.7604
H39 -4.6065 0.3110 -0.2438
H40 -2.0169 -1.6310 -1.8671
H41 -2.7263 -1.1418 -0.3184
H42 -0.9410 0.3043 -3.6452
H43 -0.9286 2.0392 -3.2464
H44 -2.1048 2.8791 -0.5837
H45 -2.7675 1.6194 0.4752

Mulliken population analysis, charges in e, atoms 1 to 8: -0.8330 -0.0461 -0.6339 -0.0286 0.4028 0.5668 -0.8379 0.6298



For each record above, in turn, the calculated M values are 563.48 608.78 525.48 721.41 1684.11 767.39 g mol⁻¹.
For each record above, in turn, the calculated energy values are -61322.702 -49368.829 -50255.838 -72320.057 -1154403.026 -193611.494 eV.